[1]
A structure of composition C26H44F3N3O3ReSSbSe4Si. Source: the Open Molecules 2025 dataset; level of theory: wB97M-V/def2-TZVPD.

```
87
C26H44F3N3O3ReSSbSe4Si wB97M-V/def2-TZVPD
Re -1.819 -0.776 0.637
Sb -3.907 -2.912 2.924
Se -1.778 -4.174 3.721
Se -2.977 -0.565 2.839
Se -1.371 -4.658 1.438
Se -2.884 -3.057 0.487
S 0.163 -1.160 0.975
Si 2.883 -0.421 1.208
F -3.855 -2.309 -8.458
F -1.805 -1.711 -8.772
F -3.374 -0.225 -8.755
O 3.097 -0.868 -0.280
O 3.112 -1.389 2.420
O 2.562 1.090 1.510
N -4.672 1.543 0.742
N -2.349 1.261 0.530
N -3.236 3.321 1.103
C 3.870 1.703 3.469
C 4.943 0.535 -0.992
C -3.024 0.002 -6.057
C -2.168 -2.217 -4.602
C 3.383 -2.821 2.680
C -2.838 0.110 -4.692
C -2.413 -1.000 -3.953
C -4.223 4.333 0.757
C 3.232 -3.607 1.392
C 1.374 1.340 3.601
C 4.018 -1.324 -2.423
C -1.945 3.824 1.526
C 2.348 -3.221 3.718
C -2.106 -0.815 -1.344
C -5.613 1.839 1.814
C 4.801 -2.872 3.222
C 2.303 3.302 2.319
C -5.000 0.372 -0.039
C 3.698 -0.192 -1.464
C -2.956 -1.355 -8.180
C -2.769 -1.206 -6.690
C -2.245 -0.903 -2.554
C 2.640 0.750 -2.010
C -2.337 -2.314 -5.968
C 2.532 1.869 2.772
C -3.397 2.020 0.791
H -4.604 4.827 1.652
H 1.337 -3.094 3.325
H 1.528 0.296 3.872
H -1.854 -3.077 -4.027
H 2.262 3.957 3.188
H -4.834 -0.564 0.517
H -1.452 3.102 2.177
H 1.363 3.388 1.776
H 5.641 -0.156 -0.520
H 3.877 2.298 4.382
H -3.021 1.050 -4.191
H 2.457 -2.627 4.623
H -3.755 5.084 0.118
H 4.897 -2.257 4.115
H 1.289 1.915 4.522
H 4.683 2.057 2.836
H 4.736 -2.014 -1.985
H -5.314 2.728 2.361
H 2.222 -3.516 0.987
H 5.451 0.988 -1.843
H -5.647 0.999 2.514
H 4.450 -0.914 -3.335
H -6.062 0.409 -0.282
H -2.147 -3.249 -6.476
H 2.358 1.490 -1.260
H -3.359 0.854 -6.631
H 1.756 0.195 -2.321
H 3.408 -4.662 1.604
H 5.056 -3.898 3.485
H 3.113 -1.869 -2.687
H -2.101 4.738 2.096
H 4.046 0.665 3.750
H 5.515 -2.530 2.473
H -1.295 4.065 0.678
H -5.048 3.883 0.216
H -4.429 0.357 -0.964
H 3.033 1.281 -2.876
H 4.690 1.341 -0.301
H 3.114 3.639 1.676
H -6.606 1.999 1.396
H -1.522 1.812 0.322
H 2.485 -4.271 3.980
H 0.435 1.432 3.054
H 3.952 -3.292 0.640
```

Calculated values
- ΔE to the lowest compared entry with this formula, charge and spin (kJ/mol) = 47.44
- HOMO energy (eV) = -12.99
- spin multiplicity = 1
- net charge = +2
- frontier orbital gap (eV) = 6.0

=====

[2]
A cluster of 2 separate species, C27H29NO2 in total. Source: the Open Molecules 2025 dataset; level of theory: wB97M-V/def2-TZVPD.

```
59
C27H29NO2 wB97M-V/def2-TZVPD
O 1.244 0.640 -0.657
O 5.099 4.446 0.406
N -2.537 -1.988 -2.498
C 4.183 2.666 -0.938
C -1.844 -0.898 -2.120
C -1.368 -2.623 -0.658
C -2.863 -4.306 -1.756
C 2.834 3.596 0.840
C -2.295 -3.050 -1.637
C 5.041 5.361 1.543
C 2.031 1.653 -0.427
C 0.324 -1.673 5.502
C -1.278 -1.127 2.084
C -1.673 -4.864 0.273
C 1.851 2.658 0.587
C -1.085 -3.581 0.332
C 3.232 1.723 -1.207
C -0.212 -0.617 1.311
C 1.012 -0.418 1.973
C -0.443 -0.202 -0.113
C 0.126 -1.266 4.070
C -1.104 -1.441 3.432
C -1.066 -1.199 -0.972
C -2.074 0.404 -2.854
C -0.694 0.876 -3.281
C -2.538 -5.241 -0.775
C -2.958 0.217 -4.094
C -2.740 1.380 -1.887
C 4.058 3.608 0.127
C 1.166 -0.711 3.325
H -3.127 -2.061 -3.302
H 4.242 6.110 1.438
H -2.259 -1.297 1.621
H -2.834 2.362 -2.366
H 2.669 4.327 1.627
H 3.340 0.980 -2.000
H 0.937 2.660 1.186
H -1.451 -5.593 1.053
H 0.300 -2.763 5.633
H -2.522 -0.489 -4.812
H -0.451 -1.250 6.152
H -2.156 1.497 -0.970
H -2.939 -6.256 -0.824
H -0.405 -3.337 1.151
H -0.782 1.848 -3.779
H 2.121 -0.505 3.804
H -0.023 0.960 -2.416
H 6.003 5.881 1.539
H 4.934 4.835 2.503
H -0.786 0.829 -0.251
H -3.029 1.190 -4.596
H -1.950 -1.832 3.992
H -0.261 0.144 -3.978
H 1.297 -1.320 5.851
H 1.868 -0.022 1.429
H -3.738 1.015 -1.609
H 5.072 2.691 -1.553
H -3.515 -4.536 -2.603
H -3.983 -0.090 -3.845
```

Calculated values
- ΔE to the lowest compared entry with this formula, charge and spin (kJ/mol) = 273.18
- HOMO energy (eV) = -6.41
- spin multiplicity = 1
- frontier orbital gap (eV) = 6.4

=====

[3]
A cluster of 2 separate species, CH3ClN3O in total. Source: the Open Molecules 2025 dataset; level of theory: wB97M-V/def2-TZVPD.

```
9
CH3ClN3O wB97M-V/def2-TZVPD
Cl -0.570 0.377 -2.960
O 1.739 0.190 -0.837
N 0.119 0.086 0.898
N -1.440 -0.135 2.484
N -1.152 -0.196 1.361
C 0.759 0.092 -0.119
H -0.156 -0.648 -2.324
H -0.840 -0.073 3.354
H 1.540 0.306 -1.855
```

Calculated values
- ΔE to the lowest compared entry with this formula, charge and spin (kJ/mol) = 39.61
- HOMO energy (eV) = -15.10
- spin multiplicity = 1
- net charge = +1
- frontier orbital gap (eV) = 9.3

=====

[4]
The molecule C3H5NO2. Source: the Open Molecules 2025 dataset; level of theory: wB97M-V/def2-TZVPD.

```
11
C3H5NO2 wB97M-V/def2-TZVPD
O 0.589 -0.632 -0.846
O 0.446 2.201 1.340
N -1.327 -0.883 0.386
C 0.666 1.090 0.929
C -0.485 -1.332 -0.443
C 0.565 0.759 -0.548
H 1.007 0.267 1.588
H -0.498 -2.301 -0.946
H -2.065 -1.563 0.554
H 1.441 1.172 -1.058
H -0.339 1.221 -0.956
```

Calculated values
- SMILES string = [H]/N=C/OCC=O
- ΔE to the lowest compared entry with this formula, charge and spin (kJ/mol) = 152.99
- HOMO energy (eV) = -9.85
- spin multiplicity = 1
- frontier orbital gap (eV) = 10.7